# 1
Density functional theory data (wB97M-V/def2-TZVPD) for a molecular structure, C34H58N13O2Re.

Each line ends with the Löwdin charge.
Element x y z (Å)
1 Re 0.023 0.207 -0.411  1.79
2 C -1.237 4.649 -1.373  -0.02
3 N -2.367 3.738 -1.258  -0.13
4 C -3.669 4.365 -1.502  -0.01
5 C -2.233 2.415 -1.032  -0.38
6 N -1.186 1.710 -1.495  -0.07
7 C -0.659 2.123 -2.804  -0.19
8 C -0.991 1.025 -3.792  -0.14
9 N -0.532 -0.241 -3.233  -0.20
10 C 0.730 -0.721 -3.776  -0.15
11 C 1.699 -1.142 -2.683  -0.17
12 N 1.789 -0.179 -1.557  -0.07
13 C 3.061 0.210 -1.278  -0.42
14 N 3.531 0.244 -0.017  -0.12
15 C 3.315 -0.857 0.916  -0.03
16 C 4.519 1.223 0.429  -0.03
17 N 3.897 0.608 -2.254  -0.13
18 C 3.450 1.219 -3.498  -0.02
19 C 5.333 0.305 -2.223  0.00
20 C -1.577 -1.240 -3.131  -0.17
21 C -1.175 -2.322 -2.162  -0.18
22 N -0.640 -1.796 -0.889  -0.04
23 C -0.630 -2.647 0.130  -0.24
24 N -0.799 -3.962 0.053  -0.11
25 C -1.529 -4.696 1.092  0.00
26 C -0.316 -4.823 -1.032  0.00
27 N 0.058 -2.654 2.574  -0.07
28 C -1.881 -1.309 1.736  -0.07
29 C 1.204 -3.530 2.357  0.01
30 N -3.208 1.821 -0.308  -0.14
31 C -3.701 0.480 -0.585  -0.02
32 C -3.944 2.531 0.734  -0.03
33 H -1.360 5.459 -0.652  0.11
34 H -1.186 5.091 -2.370  0.11
35 H -0.307 4.130 -1.168  0.06
36 H -3.594 4.964 -2.410  0.11
37 H -3.963 5.020 -0.682  0.10
38 H -4.432 3.607 -1.655  0.10
39 H 0.426 2.262 -2.745  0.09
40 H -1.088 3.061 -3.147  0.12
41 H -0.556 1.225 -4.774  0.14
42 H -2.073 0.996 -3.927  0.13
43 H 1.172 0.082 -4.361  0.11
44 H 0.580 -1.560 -4.468  0.15
45 H 2.684 -1.298 -3.120  0.13
46 H 1.407 -2.102 -2.257  0.09
47 H 2.739 -1.632 0.424  0.07
48 H 2.780 -0.532 1.806  0.09
49 H 4.290 -1.255 1.205  0.11
50 H 4.585 2.048 -0.274  0.09
51 H 5.508 0.778 0.550  0.10
52 H 4.201 1.608 1.400  0.11
53 H 2.431 1.583 -3.395  0.07
54 H 3.495 0.515 -4.332  0.11
55 H 4.107 2.057 -3.731  0.11
56 H 5.554 -0.399 -1.427  0.10
57 H 5.932 1.206 -2.094  0.11
58 H 5.605 -0.156 -3.173  0.11
59 H -1.798 -1.712 -4.099  0.15
60 H -2.488 -0.744 -2.807  0.10
61 H -0.438 -2.952 -2.658  0.10
62 H -2.037 -2.958 -1.948  0.14
63 H -1.779 -4.052 1.925  0.08
64 H -0.932 -5.539 1.444  0.10
65 H -2.454 -5.084 0.663  0.12
66 H 0.502 -4.348 -1.563  0.09
67 H -1.106 -5.111 -1.724  0.11
68 H 0.078 -5.725 -0.565  0.11
69 H -2.470 -1.439 0.830  0.10
70 H -1.696 0.237 3.074  0.12
71 H -2.389 -1.847 2.535  0.15
72 H 0.962 -4.459 1.836  0.08
73 H 1.625 -3.792 3.325  0.12
74 H 1.978 -3.012 1.792  0.07
75 H -2.939 -0.111 -1.080  0.04
76 H -4.594 0.519 -1.214  0.11
77 H -3.970 0.001 0.356  0.09
78 H -3.443 3.463 0.982  0.09
79 H -3.971 1.896 1.621  0.09
80 H -4.972 2.748 0.439  0.11
81 O -0.044 -0.301 4.160  0.00
82 C -0.558 -1.502 4.663  -0.24
83 C -1.120 -1.508 5.929  0.01
84 C -1.616 -2.687 6.463  -0.04
85 C -1.541 -3.856 5.720  -0.04
86 C -1.009 -3.834 4.440  -0.01
87 C -0.527 -2.653 3.874  -0.20
88 C -0.461 -1.918 1.486  -0.41
89 O 0.520 -0.926 1.100  -0.31
90 N -1.922 0.091 2.094  0.03
91 N -1.098 0.889 1.352  -0.08
92 C -0.696 1.971 1.907  -0.04
93 C 0.337 2.740 1.244  -0.24
94 C 0.723 3.991 1.696  0.03
95 C 1.715 4.677 1.015  0.01
96 C 2.269 4.089 -0.112  -0.01
97 C 1.839 2.833 -0.496  -0.13
98 N 0.914 2.138 0.180  0.00
99 H 0.857 -0.175 4.475  0.13
100 H -1.138 -0.585 6.494  0.13
101 H -2.041 -2.695 7.457  0.12
102 H -1.898 -4.790 6.132  0.12
103 H -0.942 -4.762 3.885  0.11
104 H -1.056 2.254 2.890  0.16
105 H 0.242 4.414 2.568  0.14
106 H 2.039 5.654 1.348  0.14
107 H 3.027 4.593 -0.695  0.13
108 H 2.246 2.367 -1.379  0.09

Results
**Lowest unoccupied orbital energy (alpha / beta)**: -8.41 / -8.88 eV
**Expectation value of S²**: 3.768
**Total charge**: +3
**2S+1**: 4
**Relative energy (zero: lowest compared OMol25 entry of this formula, charge and spin)**: 21.8 kcal/mol
**HOMO energy (alpha / beta)**: -15.27 / -15.34 eV

---

# 2
Density functional theory data (wB97M-V/def2-TZVPD) for a molecular structure, C34H58O27.

Each line ends with the Löwdin charge.
Element x y z (Å)
1 C -9.908 -1.286 -8.540  -0.12
2 C -8.930 -2.386 -8.040  -0.12
3 O -9.382 -3.506 -8.689  0.07
4 C -10.644 -3.311 -9.293  -0.37
5 O -11.221 -4.114 -10.049  0.02
6 O -11.004 -1.994 -9.108  0.03
7 H -9.364 -0.619 -9.210  0.11
8 H -10.340 -0.695 -7.732  -0.02
9 H -9.011 -2.447 -6.955  0.13
10 H -7.965 -1.972 -8.334  0.13
11 C -13.869 -0.808 -11.410  -0.04
12 C -13.952 -2.291 -11.380  -0.19
13 C -12.734 -3.032 -10.701  -0.18
14 O -13.357 -3.716 -9.723  0.04
15 C -14.669 -3.617 -9.656  -0.56
16 O -15.411 -4.176 -8.848  0.12
17 O -15.030 -2.710 -10.505  0.10
18 H -13.356 -0.328 -10.577  0.08
19 H -14.871 -0.379 -11.426  0.12
20 H -13.558 -0.621 -12.438  0.10
21 H -14.162 -2.824 -12.308  0.15
22 H -11.924 -2.397 -10.345  0.11
23 H -12.366 -3.645 -11.524  0.15
24 C -8.343 0.997 -13.620  0.02
25 C -7.943 2.213 -12.829  -0.39
26 C -7.751 3.402 -13.616  -0.14
27 O -8.146 4.445 -12.781  0.11
28 C -8.927 3.928 -11.790  -0.42
29 O -9.714 4.546 -11.058  0.17
30 O -8.861 2.564 -11.905  0.00
31 H -9.403 0.926 -13.865  0.08
32 H -8.233 0.071 -13.056  0.10
33 H -7.763 1.004 -14.543  0.11
34 H -7.032 1.941 -12.297  0.17
35 H -8.366 3.297 -14.509  0.13
36 H -6.714 3.590 -13.897  0.16
37 C -11.275 2.485 -16.141  0.00
38 C -11.907 2.774 -14.843  -0.39
39 C -11.060 3.017 -13.642  -0.14
40 O -11.606 4.136 -13.090  0.12
41 C -12.519 4.704 -13.881  -0.51
42 O -13.219 5.646 -13.597  0.16
43 O -12.704 3.872 -14.953  0.12
44 H -12.139 2.047 -16.641  0.09
45 H -10.459 1.763 -16.128  0.09
46 H -11.066 3.367 -16.747  0.10
47 H -12.522 1.898 -14.635  0.14
48 H -10.016 3.147 -13.926  0.11
49 H -11.099 2.150 -12.982  0.07
50 C -15.843 3.198 -13.646  0.02
51 C -14.574 2.997 -12.802  -0.28
52 C -14.734 2.564 -11.354  -0.07
53 O -13.848 1.512 -11.207  -0.02
54 C -13.254 1.245 -12.408  -0.54
55 O -12.332 0.432 -12.568  -0.01
56 O -13.748 2.007 -13.357  0.09
57 H -15.499 3.755 -14.517  0.09
58 H -16.427 3.919 -13.073  0.10
59 H -16.388 2.306 -13.958  0.09
60 H -14.124 3.989 -12.764  0.12
61 H -15.732 2.240 -11.058  0.14
62 H -14.582 3.352 -10.616  0.14
63 C -17.156 5.954 -5.818  0.01
64 O -16.423 4.891 -6.561  -0.06
65 C -15.358 5.229 -7.360  -0.49
66 O -14.958 6.320 -7.705  0.12
67 O -14.952 4.028 -8.053  -0.02
68 C -15.381 2.720 -7.618  -0.09
69 H -16.676 6.239 -4.882  0.09
70 H -18.133 5.581 -5.509  0.09
71 H -17.328 6.811 -6.469  0.09
72 H -14.579 2.021 -7.858  -0.05
73 H -16.382 2.444 -7.950  0.14
74 H -15.220 2.730 -6.540  0.13
75 C -12.894 4.436 -4.236  -0.06
76 C -13.251 5.254 -5.381  -0.27
77 O -12.541 4.704 -6.457  -0.01
78 C -12.594 5.294 -7.723  -0.51
79 O -13.031 6.429 -7.931  0.09
80 O -12.065 4.520 -8.638  0.06
81 C -11.619 3.244 -8.397  -0.04
82 H -13.172 3.396 -4.405  0.09
83 H -13.505 4.869 -3.444  0.09
84 H -11.855 4.662 -3.996  0.09
85 H -13.030 6.319 -5.323  0.15
86 H -14.312 5.062 -5.540  0.10
87 H -11.070 3.106 -7.466  0.13
88 H -10.935 3.067 -9.226  0.07
89 H -12.442 2.541 -8.268  0.10
90 C -11.882 -0.453 -5.061  -0.01
91 C -12.331 -1.542 -6.129  -0.18
92 O -12.044 -2.789 -5.501  0.00
93 C -12.321 -4.046 -5.983  -0.49
94 O -12.277 -5.050 -5.297  0.13
95 O -12.427 -4.049 -7.349  -0.01
96 C -11.930 -5.194 -8.065  -0.04
97 H -12.404 -0.749 -4.151  0.08
98 H -12.335 0.464 -5.438  0.06
99 H -10.804 -0.487 -4.906  0.09
100 H -11.855 -1.403 -7.100  0.07
101 H -13.396 -1.675 -6.319  0.14
102 H -12.199 -5.118 -9.119  0.08
103 H -12.331 -6.150 -7.730  0.11
104 H -10.844 -5.257 -7.993  0.10
105 C -10.774 1.367 -11.353  -0.04
106 C -10.807 1.098 -9.829  -0.26
107 O -12.004 0.912 -9.353  0.02
108 C -12.175 0.493 -8.052  -0.42
109 O -11.255 0.019 -7.350  -0.01
110 O -13.366 0.774 -7.572  0.06
111 C -14.481 0.875 -8.507  -0.06
112 H -9.854 1.715 -11.822  -0.01
113 H -11.475 2.151 -11.643  0.09
114 H -10.858 0.405 -11.858  0.11
115 H -10.320 1.965 -9.382  0.11
116 H -10.159 0.226 -9.752  0.09
117 H -14.343 0.161 -9.319  0.10
118 H -14.620 1.909 -8.822  0.06
119 H -15.365 0.654 -7.910  0.14

Results
**Lowest unoccupied orbital energy**: -0.08 eV
**Relative energy (zero: lowest compared OMol25 entry of this formula, charge and spin)**: 626.9 kcal/mol
**HOMO energy**: -9.03 eV

---

# 3
Density functional theory data (wB97M-V/def2-TZVPD) for a molecular structure, C34H60BIKN10O7S4Si.

Each line ends with the Löwdin charge.
Element x y z (Å)
1 K 0.702 -0.688 -1.795  0.66
2 C 0.414 4.695 1.165  -0.08
3 C -1.095 4.521 1.332  -0.53
4 C -1.781 4.170 0.012  -0.06
5 C -1.667 5.842 1.846  -0.06
6 N -1.386 3.443 2.309  0.00
7 C -2.208 3.595 3.420  -0.06
8 C -2.311 2.392 4.005  -0.08
9 N -1.575 1.490 3.271  0.01
10 B -1.609 -0.006 3.618  -0.62
11 N -0.149 -0.584 3.503  0.03
12 C 0.693 -0.070 4.465  -0.07
13 C 1.883 -0.662 4.353  -0.08
14 N 1.800 -1.568 3.306  0.01
15 C 0.531 -1.491 2.756  -0.68
16 S -0.091 -2.287 1.383  0.66
17 C 3.018 -2.379 3.027  -0.53
18 C 4.131 -1.413 2.613  -0.04
19 C 3.391 -3.107 4.326  -0.04
20 C 2.875 -3.429 1.938  -0.07
21 N -2.733 -0.809 2.932  0.05
22 C -2.949 -2.090 3.394  -0.09
23 C -3.958 -2.632 2.701  -0.06
24 N -4.381 -1.679 1.783  -0.01
25 C -3.641 -0.531 1.957  -0.67
26 S -3.958 0.983 1.256  0.63
27 C -5.533 -1.880 0.870  -0.56
28 C -5.178 -1.447 -0.549  -0.07
29 C -5.871 -3.372 0.823  -0.06
30 C -6.736 -1.103 1.407  -0.05
31 C -1.004 2.130 2.218  -0.68
32 S 0.000 1.403 1.063  0.71
33 H 0.603 5.531 0.487  0.09
34 H 0.868 3.794 0.761  -0.01
35 H 0.878 4.916 2.129  0.10
36 H -1.571 4.940 -0.734  0.09
37 H -2.860 4.097 0.161  0.09
38 H -1.423 3.208 -0.352  -0.02
39 H -1.398 6.621 1.133  0.09
40 H -1.248 6.114 2.817  0.09
41 H -2.755 5.817 1.917  0.08
42 H -2.650 4.532 3.696  0.10
43 H -2.866 2.085 4.873  0.12
44 H -1.858 -0.069 4.807  0.12
45 H 0.359 0.692 5.145  0.12
46 H 2.786 -0.505 4.911  0.11
47 H 4.337 -0.668 3.381  0.07
48 H 3.847 -0.885 1.701  0.07
49 H 5.053 -1.977 2.443  0.09
50 H 3.627 -2.420 5.138  0.07
51 H 4.267 -3.732 4.150  0.08
52 H 2.567 -3.747 4.645  0.09
53 H 2.727 -2.965 0.970  0.04
54 H 2.054 -4.115 2.128  0.08
55 H 3.810 -3.995 1.912  0.09
56 H -2.335 -2.516 4.167  0.12
57 H -4.382 -3.614 2.765  0.10
58 H -4.241 -1.912 -0.849  0.09
59 H -5.062 -0.370 -0.621  0.02
60 H -5.972 -1.780 -1.223  0.08
61 H -4.994 -3.968 0.566  0.09
62 H -6.625 -3.527 0.051  0.08
63 H -6.286 -3.732 1.766  0.08
64 H -6.498 -0.042 1.455  0.04
65 H -6.997 -1.455 2.408  0.08
66 H -7.597 -1.250 0.750  0.08
67 O -0.219 1.591 -2.153  -0.07
68 C -0.005 2.572 -1.639  0.00
69 O 3.449 3.173 2.605  -0.01
70 N 3.324 2.020 2.368  -0.06
71 N 4.872 -2.444 -0.927  0.17
72 C 3.792 -2.086 -1.652  -0.63
73 O 2.994 -1.251 -1.258  -0.10
74 C 3.654 -2.679 -3.035  -0.55
75 I 4.144 -4.751 -3.188  0.80
76 H 4.951 -2.072 0.003  0.09
77 H 5.441 -3.225 -1.201  0.04
78 H 4.318 -2.160 -3.726  0.04
79 H 2.634 -2.559 -3.376  0.02
80 O -2.036 -2.830 -4.338  0.12
81 C -1.927 -1.592 -3.870  -0.48
82 O -1.424 -1.345 -2.803  -0.02
83 C -2.525 -0.518 -4.774  -0.21
84 N -2.866 -1.113 -6.079  -0.04
85 C -1.806 -0.668 -7.005  -0.19
86 C -1.451 0.746 -6.556  -0.16
87 C -1.535 0.646 -5.028  -0.12
88 H -3.426 -0.174 -4.262  0.16
89 H -3.764 -0.768 -6.392  0.12
90 H -2.478 -2.720 -5.213  0.10
91 H -2.150 -0.744 -8.036  0.11
92 H -0.941 -1.325 -6.884  0.12
93 H -2.187 1.454 -6.947  0.11
94 H -0.462 1.057 -6.890  0.11
95 H -1.882 1.568 -4.565  0.11
96 H -0.557 0.407 -4.613  0.06
97 S 3.757 0.141 -5.853  0.38
98 C 2.447 -0.255 -4.942  -1.02
99 N 1.519 -0.566 -4.299  -0.04
100 C 0.107 -4.339 -1.702  -0.15
101 O 1.277 -3.749 -1.157  -0.22
102 H -0.166 -5.258 -1.172  0.08
103 H 0.317 -4.587 -2.742  0.08
104 H -0.745 -3.654 -1.681  0.06
105 H 1.050 -3.418 -0.268  -0.06
106 C 4.589 1.769 -1.526  -0.14
107 Si 4.271 2.828 -0.038  0.45
108 C 3.102 4.223 -0.407  -0.16
109 C 5.887 3.460 0.654  -0.17
110 O 3.592 1.694 1.074  -0.21
111 H 5.018 2.376 -2.328  0.04
112 H 3.687 1.306 -1.927  0.03
113 H 5.296 0.969 -1.297  0.04
114 H 3.523 4.852 -1.196  0.04
115 H 2.929 4.841 0.474  0.03
116 H 2.136 3.850 -0.752  0.00
117 H 6.442 3.968 -0.139  0.03
118 H 6.506 2.636 1.017  0.03
119 H 5.735 4.164 1.472  0.03

Results
**Lowest unoccupied orbital energy**: 1.98 eV
**Total charge**: -1
**Relative energy (zero: lowest compared OMol25 entry of this formula, charge and spin)**: 7.5 kcal/mol
**HOMO energy**: -4.43 eV

---

# 4
Density functional theory data (wB97M-V/def2-TZVPD) for a molecular structure, C34H60Cl2P2Ti.

Each line ends with the Löwdin charge.
Element x y z (Å)
1 P -0.412 1.048 -2.697  1.08
2 C -2.086 0.369 -2.971  -0.47
3 C -2.770 0.992 -4.190  -0.22
4 C -4.205 0.461 -4.329  -0.21
5 C -4.265 -1.072 -4.348  -0.21
6 C -3.572 -1.681 -3.124  -0.20
7 C -2.135 -1.175 -2.957  -0.21
8 C 1.047 0.222 -3.393  -0.47
9 C 1.085 0.417 -4.904  -0.23
10 C 2.452 -0.046 -5.428  -0.21
11 C 2.790 -1.482 -5.010  -0.21
12 C 2.591 -1.746 -3.507  -0.20
13 C 1.235 -1.260 -2.984  -0.21
14 C -0.274 2.854 -2.439  -0.47
15 C -1.426 3.322 -1.526  -0.22
16 C -1.364 4.838 -1.306  -0.20
17 C 0.014 5.334 -0.847  -0.21
18 C 1.195 4.730 -1.621  -0.21
19 C 1.084 3.214 -1.804  -0.22
20 H -2.611 0.704 -2.051  0.10
21 H -2.193 0.751 -5.092  0.11
22 H -2.799 2.086 -4.109  0.10
23 H -4.660 0.865 -5.239  0.10
24 H -4.803 0.825 -3.480  0.11
25 H -5.307 -1.410 -4.401  0.10
26 H -3.776 -1.442 -5.260  0.11
27 H -4.145 -1.426 -2.219  0.11
28 H -3.563 -2.774 -3.203  0.11
29 H -1.703 -1.557 -2.019  0.10
30 H -1.518 -1.569 -3.778  0.10
31 H 1.895 0.765 -2.929  0.11
32 H 3.225 0.631 -5.034  0.11
33 H 0.928 1.469 -5.176  0.10
34 H 0.282 -0.168 -5.372  0.11
35 H 2.476 0.043 -6.519  0.10
36 H 3.827 -1.709 -5.287  0.10
37 H 2.165 -2.183 -5.581  0.11
38 H 2.701 -2.818 -3.301  0.11
39 H 3.383 -1.229 -2.946  0.11
40 H 1.171 -1.360 -1.888  0.09
41 H 0.430 -1.873 -3.409  0.09
42 H -0.357 3.319 -3.442  0.11
43 H -2.401 3.058 -1.956  0.10
44 H -1.349 2.794 -0.562  0.09
45 H -1.636 5.338 -2.245  0.11
46 H -2.122 5.120 -0.568  0.11
47 H 0.137 5.088 0.217  0.11
48 H 0.049 6.426 -0.929  0.10
49 H 2.134 4.967 -1.109  0.11
50 H 1.250 5.195 -2.615  0.11
51 H 1.914 2.861 -2.427  0.10
52 H 1.173 2.702 -0.833  0.10
53 Ti 0.021 -0.820 1.922  0.11
54 Cl 1.877 -0.035 0.860  0.08
55 Cl -1.773 0.448 1.462  0.11
56 C -0.463 -2.455 0.886  -0.22
57 H -1.474 -2.466 0.438  0.03
58 C 0.302 -3.657 0.710  -0.33
59 C 1.724 -3.682 0.816  -0.07
60 C 2.425 -4.877 0.737  -0.10
61 C 1.754 -6.092 0.556  -0.10
62 C 0.351 -6.095 0.417  -0.10
63 C -0.363 -4.907 0.483  -0.06
64 H 2.253 -2.737 0.979  0.05
65 H 3.517 -4.873 0.834  0.10
66 H -0.178 -7.040 0.271  0.10
67 H -1.451 -4.906 0.422  0.10
68 H 2.303 -7.035 0.531  0.09
69 C 2.380 2.125 3.655  -0.12
70 C 2.084 0.912 4.559  -0.54
71 C 2.338 1.242 6.034  -0.11
72 P 0.468 0.204 4.082  0.96
73 C 0.394 -1.650 4.169  -0.57
74 C 1.204 -2.201 5.364  -0.08
75 C -1.030 -2.209 4.066  -0.11
76 C -1.007 0.970 4.866  -0.55
77 C -1.207 0.616 6.341  -0.11
78 C -1.076 2.480 4.589  -0.11
79 H 1.594 2.888 3.710  0.07
80 H 2.484 1.814 2.610  0.01
81 H 3.323 2.580 3.974  0.08
82 H 2.788 0.104 4.288  0.11
83 H 1.704 2.054 6.410  0.07
84 H 2.246 0.369 6.691  0.07
85 H 3.381 1.587 6.111  0.08
86 H 0.941 -2.005 3.231  0.08
87 H 0.843 -1.833 6.333  0.08
88 H 1.105 -3.298 5.372  0.09
89 H 2.270 -1.966 5.259  0.08
90 H -1.525 -1.900 3.111  0.04
91 H -0.966 -3.310 4.047  0.11
92 H -1.654 -1.899 4.919  0.09
93 H -1.845 0.516 4.303  0.08
94 H -0.461 1.090 6.994  0.07
95 H -2.195 1.001 6.642  0.08
96 H -1.218 -0.468 6.522  0.06
97 H -0.927 2.708 3.526  0.07
98 H -2.083 2.827 4.853  0.09
99 H -0.356 3.054 5.187  0.07

Results
**Lowest unoccupied orbital energy (alpha / beta)**: 0.02 / 0.01 eV
**HOMO energy (alpha / beta)**: -5.72 / -5.72 eV